A 2-piece molecular cluster, CH3OS2 overall. Source: the Open Molecules 2025 dataset; level of theory: ωB97M-V/def2-TZVPD.

As for the largest force on an atom: 0.66 eV Å⁻¹. The lowest unoccupied orbital energy (spin up / spin down) comes out at 0.144 / 0.140 Ha. The charge is -1. As for the spin multiplicity: 1. The energy comes out at -911.48308 Eh.

```
7
Properties=species:S:1:pos:R:3:forces:R:3
C -1.3463 0.1706 0.0174 0.0 -0.1 0.6
O 1.8309 -1.5543 -0.4494 0.0 -0.6 -0.2
S 2.4049 1.2438 -0.1610 0.1 0.3 0.1
S 1.5893 -0.4240 0.4889 -0.4 0.5 -0.1
H -1.4988 -0.0810 1.0527 0.0 0.0 0.1
H -1.6162 -0.5630 -0.7089 0.1 -0.3 -0.4
H -1.3638 1.2078 -0.2397 0.2 0.4 -0.2
```
Forces are in eV/Å.

---

A 6-piece molecular cluster, H12O6 overall. Source: the Open Molecules 2025 dataset; level of theory: ωB97M-V/def2-TZVPD.

As for the largest force on an atom: 0.34 eV Å⁻¹. The lowest unoccupied orbital energy comes out at 0.000 Ha. The charge is 0. The SMILES is O.O.O.O.O.O. As for the spin multiplicity: 1. The energy comes out at -458.63160 Eh.

```
18
Properties=species:S:1:pos:R:3:forces:R:3
O -2.9950 -0.4806 1.8841 -0.1 0.3 -0.2
H -3.5310 0.0231 1.2623 -0.2 -0.1 0.1
H -3.3293 -1.3831 1.8290 0.2 0.0 0.0
O -0.5407 -0.0865 0.2582 0.1 0.2 -0.3
H -1.3479 0.3248 0.5888 0.1 -0.2 0.2
H -0.1700 0.5337 -0.3896 0.0 -0.1 0.1
O 2.1698 0.1544 1.4557 0.0 0.0 -0.1
H 1.3138 0.0608 1.0121 -0.1 -0.1 0.2
H 2.7461 -0.4793 1.0188 0.0 0.0 0.0
O -0.8963 -2.6793 1.9501 0.0 0.0 -0.1
H 0.0153 -2.8266 2.2174 0.0 0.0 0.0
H -0.8590 -1.8735 1.4170 0.0 0.0 0.0
O 1.7601 0.1401 -3.3912 -0.1 0.1 0.0
H 1.8975 0.6170 -4.2144 0.0 0.0 0.0
H 1.6839 0.8188 -2.7057 0.1 -0.1 0.0
O 0.8079 2.0180 -1.3189 -0.2 0.0 -0.2
H 0.1053 2.2868 -1.9240 0.1 0.1 0.0
H 1.1697 2.8315 -0.9500 0.0 -0.1 0.1
```
Forces are in eV/Å.

---

A 2-piece molecular cluster, C40H43N4O2 overall in a non-equilibrium geometry. Source: the Open Molecules 2025 dataset; level of theory: ωB97M-V/def2-TZVPD.

As for the largest force on an atom: 1.99 eV Å⁻¹. The lowest unoccupied orbital energy comes out at -0.182 Ha. The charge is +1. As for the spin multiplicity: 1. The energy comes out at -1919.20936 Eh.

```
89
Properties=species:S:1:pos:R:3:forces:R:3
C 6.3773 3.2523 3.3808 0.1 -0.1 -0.2
C 5.2976 2.1942 3.1889 0.3 -0.4 -0.3
N 4.5092 2.5108 2.0020 -1.0 -0.2 0.0
C 3.3067 1.8234 1.8271 0.6 0.4 0.0
C 3.1228 0.5239 2.3504 -0.3 -0.2 0.1
C 1.9502 -0.1698 2.1032 0.2 0.1 0.0
C 0.8577 0.4409 1.4307 -0.1 0.0 -0.3
C -0.3972 -0.2297 1.2649 0.2 0.9 1.5
C -1.6467 0.4421 1.4058 -0.2 0.4 -0.4
C -1.7801 1.5647 2.2826 0.1 0.2 0.1
C -3.0128 2.1314 2.5564 0.3 -0.1 0.0
C -4.1631 1.6927 1.8657 -0.8 0.5 0.1
N -5.3963 2.3375 2.0296 1.4 -0.9 0.3
C -5.5229 3.2138 3.1963 0.0 0.4 -0.4
C -6.9789 3.6128 3.3676 -0.3 0.2 -0.2
O -7.5284 4.1550 2.1655 0.4 -0.6 0.1
C -7.4672 3.2460 1.0684 -0.2 0.1 0.1
C -6.0484 2.7697 0.7961 -0.2 0.5 -0.2
C -4.0604 0.5838 0.9918 0.5 -0.2 -0.4
C -2.8377 -0.0246 0.7720 -0.4 -0.1 0.4
C 1.0572 1.7624 0.9231 0.1 0.1 0.1
C 2.2579 2.4255 1.0965 -0.4 -0.3 -0.3
C 5.1844 2.9851 0.7851 0.2 -0.2 -0.1
C 6.3565 3.9071 1.1079 0.1 0.1 0.2
O 7.1474 3.4234 2.1908 -0.8 0.2 0.1
H 5.8836 4.1917 3.7034 0.4 -0.2 -0.2
H 7.1028 2.9119 4.1295 -0.4 0.2 0.0
H 5.7657 1.1953 3.1061 0.0 0.3 0.1
H 4.6195 2.2046 4.0553 0.2 -0.1 -0.2
H 3.9393 0.0574 2.9033 -0.4 0.1 -0.2
H 1.8413 -1.1916 2.4629 0.1 0.2 -0.1
H -0.4119 -1.3189 1.3124 0.0 0.2 -0.4
H -0.9008 1.9647 2.7998 -0.3 -0.3 -0.2
H -3.1007 2.9451 3.2827 0.2 -0.4 -0.4
H -5.1908 2.6664 4.0885 -0.1 0.2 -0.2
H -4.9042 4.1196 3.0735 -0.1 -0.1 0.1
H -7.5494 2.7311 3.7161 0.0 0.3 -0.2
H -7.0610 4.4341 4.0902 0.0 -0.4 0.0
H -8.1191 2.3654 1.2265 0.1 0.4 0.1
H -7.8278 3.8329 0.2137 0.0 -0.4 0.1
H -5.4908 3.6096 0.3335 0.0 -0.3 0.2
H -6.0684 1.9344 0.0875 0.0 0.3 0.1
H -4.9748 0.1994 0.5278 0.5 0.1 0.1
H -2.7665 -0.8683 0.0860 -0.1 0.1 0.2
H 0.2514 2.2350 0.3567 0.2 -0.1 0.2
H 2.4028 3.4279 0.6910 -0.1 -0.3 0.1
H 5.5724 2.1353 0.1851 -0.3 0.1 0.4
H 4.4468 3.5200 0.1719 0.4 -0.1 0.1
H 7.0511 3.9263 0.2597 -0.3 0.2 0.1
H 5.9675 4.9245 1.3023 0.3 -0.3 0.1
N -5.6249 -5.6295 -0.4271 1.4 1.2 -0.7
C -4.7703 -4.9526 -0.8426 -1.3 -0.9 0.5
C -3.6954 -4.1516 -1.3711 0.2 0.2 0.1
C -2.4351 -4.7299 -1.5575 0.0 -0.2 -0.3
C -1.4077 -4.0104 -2.1375 0.2 0.5 0.2
C -1.5138 -2.6022 -2.3325 -1.1 -0.6 0.8
C -0.4045 -1.7664 -2.6778 1.3 -0.3 -0.8
C 0.9188 -2.2371 -2.7534 -1.4 0.5 0.0
N 1.7572 -1.8025 -3.7184 0.2 -0.1 0.4
C 1.2897 -1.0123 -4.8514 0.0 0.3 -0.1
C 2.5524 -0.5771 -5.6055 -0.2 0.0 -0.1
C 3.7422 -0.9154 -4.7021 0.2 0.2 0.3
C 3.2094 -1.7812 -3.5531 0.5 -0.1 0.0
C 1.4285 -3.1711 -1.7115 0.1 -0.5 0.3
C 0.9507 -2.9625 -0.4069 0.2 0.0 0.0
C 1.3434 -3.7667 0.6556 0.3 0.0 -0.4
C 2.2915 -4.7722 0.4317 -0.1 0.1 -0.1
C 2.7450 -5.0316 -0.8669 -0.1 0.2 -0.1
C 2.2954 -4.2591 -1.9459 -0.3 0.2 0.3
C -2.8077 -2.0346 -2.1494 0.5 -0.3 0.1
C -3.8723 -2.8009 -1.7063 -0.3 -0.2 0.0
H -2.2763 -5.7699 -1.2735 -0.1 0.2 -0.2
H -0.4778 -4.5238 -2.3927 -0.4 0.2 0.2
H -0.6513 -0.7912 -3.0992 0.1 -0.4 -0.3
H 0.6128 -1.5913 -5.4912 0.0 0.0 0.3
H 0.7299 -0.1350 -4.5053 0.1 -0.1 -0.1
H 2.6136 -1.0782 -6.5726 0.0 0.0 0.1
H 2.5013 0.4972 -5.7812 0.1 -0.1 -0.2
H 4.5466 -1.4248 -5.2363 -0.1 0.1 0.0
H 4.1490 -0.0017 -4.2671 0.1 0.0 -0.2
H 3.4905 -1.3597 -2.5722 -0.2 -0.2 -0.3
H 3.6325 -2.7899 -3.6059 -0.1 0.2 0.0
H 0.2370 -2.1532 -0.2535 0.3 -0.3 -0.2
H 0.9263 -3.5951 1.6502 0.2 -0.1 -0.2
H 2.6758 -5.3410 1.2777 -0.1 0.0 -0.3
H 3.4597 -5.8383 -1.0519 -0.3 0.3 0.1
H 2.5873 -4.5247 -2.9679 0.0 0.2 0.5
H -2.9420 -0.9675 -2.3358 0.0 -0.3 0.0
H -4.8698 -2.3730 -1.6065 0.3 0.0 0.0
```
Forces are in eV/Å.

---

Going through the records in order, we get energy above the lowest of the compared OMol25 structures with the same formula, charge and spin values of 127.0 107.3 0.0 kJ/mol.